1.
9
Properties=species:S:1:pos:R:3:forces:R:3 method="wB97M-V/def2-TZVPD" gap_ev=8.660 de_lowest_kcal_mol=0.00
C 0.26119 0.12812 -0.98500 0.224 0.108 -0.305
C 0.14430 -0.26754 0.54468 -3.441 1.570 -2.360
O -2.64418 0.38785 1.35828 -0.147 -0.069 0.131
O 2.59876 -0.80523 1.21622 1.203 -0.084 -0.521
P -1.52029 0.22747 0.45049 1.338 -0.113 -0.802
P 1.27960 -0.72813 1.83798 -1.262 0.119 0.342
S -1.57958 0.76335 -1.63910 2.268 -1.514 3.499
H 0.91336 0.98070 -1.14140 -0.030 0.075 -0.012
H 0.54682 -0.68659 -1.64214 -0.151 -0.093 0.030



2.
62
Properties=species:S:1:pos:R:3:forces:R:3 method="wB97M-V/def2-TZVPD" gap_ev=7.417 smiles="O=[SH](=O)Cc1nncnn1.COCCNCCOC.COCCNCCOC"
O 7.06978 -6.67715 0.95216 -4.702 1.274 -2.390
S 5.67903 -6.16511 0.50687 1.369 1.817 5.837
O 4.98865 -5.22500 1.56987 2.089 -3.255 -4.150
C 4.42111 -7.52822 0.15707 -1.875 0.149 -1.330
C 2.92270 -6.79534 0.34742 1.831 -1.057 -0.083
N 2.20670 -7.23855 1.50201 1.686 1.660 -3.545
N 1.06157 -6.63999 1.68003 -0.288 2.872 -3.461
C 0.75838 -5.65635 0.67488 -1.411 0.825 0.231
N 1.46436 -5.24508 -0.50916 -1.632 -1.734 3.762
N 2.60756 -5.85015 -0.67713 0.451 -2.775 3.337
H 5.74379 -5.38505 -0.68355 -0.038 -1.141 0.929
H 4.52641 -7.82706 -0.98350 -0.108 0.630 2.371
H 4.54259 -8.48153 0.82559 -0.027 2.234 -1.030
H -0.27308 -5.07486 0.85617 2.673 -1.501 -0.529
C 1.91196 -1.89171 -0.44276 -0.142 -0.355 -0.111
O 0.51417 -2.15103 -0.45206 0.234 0.441 0.365
C -0.25210 -1.14029 0.21952 -0.535 -0.191 -0.484
C -1.07899 -0.33070 -0.79138 0.642 0.000 0.239
N -0.22439 0.52757 -1.61608 -0.109 -0.183 0.006
C -0.91454 1.12123 -2.76539 0.204 -0.174 -0.121
C -1.47348 0.16052 -3.83500 0.182 0.468 -0.201
O -0.46660 -0.53124 -4.57373 -0.407 -0.056 0.364
C 0.02938 -1.70352 -3.94424 0.163 0.108 -0.292
H 2.42542 -2.78412 -0.81384 -0.198 0.114 0.059
H 2.15845 -1.06010 -1.10441 0.148 0.178 0.057
H 2.26888 -1.68237 0.57039 0.022 0.058 -0.050
H 0.37382 -0.49254 0.84392 0.069 -0.032 -0.210
H -0.94236 -1.67040 0.88403 0.001 0.080 -0.009
H -1.79872 0.29315 -0.24812 0.056 0.000 -0.070
H -1.63638 -1.04165 -1.40559 -0.180 -0.171 0.102
H 0.55886 -0.02116 -1.96497 -0.226 0.149 0.137
H -0.19022 1.78236 -3.25515 -0.142 -0.067 -0.043
H -1.72668 1.76152 -2.39931 -0.001 -0.130 0.015
H -2.00930 0.77343 -4.56950 0.116 -0.058 0.050
H -2.21524 -0.53811 -3.43372 0.143 -0.114 0.108
H -0.73230 -2.21021 -3.34299 0.080 0.116 0.055
H 0.90346 -1.46106 -3.33471 -0.064 -0.194 0.181
H 0.36306 -2.39310 -4.72307 -0.081 0.100 -0.027
C 0.28214 2.58349 2.10373 0.232 0.356 0.130
O 0.31268 3.91991 1.61979 -0.146 -0.508 -0.271
C -0.16464 4.04340 0.27194 -0.202 0.617 0.096
C -1.51355 4.77872 0.24350 0.251 -0.634 0.179
N -2.58616 3.95033 0.80061 0.096 0.183 0.047
C -3.83326 4.68176 1.04437 0.126 -0.113 0.296
C -3.79579 5.83150 2.07204 -0.469 -0.258 -0.009
O -3.58091 5.39937 3.41560 0.208 0.273 -0.429
C -2.21860 5.19806 3.76212 -0.234 -0.094 0.238
H 0.81886 2.55516 3.05708 -0.067 0.113 -0.156
H -0.74330 2.25733 2.28319 -0.104 -0.230 -0.052
H 0.77611 1.89900 1.40721 -0.090 -0.010 -0.018
H -0.21887 3.07507 -0.23858 -0.079 -0.029 0.186
H 0.57267 4.65441 -0.25918 -0.067 -0.028 -0.004
H -1.75949 5.03680 -0.79345 -0.013 -0.031 0.084
H -1.39530 5.70596 0.80885 0.159 0.201 -0.073
H -2.27350 3.55279 1.68407 -0.054 0.117 -0.282
H -4.56319 3.94302 1.39521 0.007 0.172 -0.005
H -4.21084 5.06712 0.08912 0.103 0.044 0.075
H -4.78748 6.29925 2.06782 0.086 -0.094 0.049
H -3.09228 6.62472 1.79783 0.173 -0.120 0.045
H -1.54667 5.88233 3.23422 -0.052 -0.132 -0.064
H -1.93393 4.15920 3.57752 0.252 0.075 -0.067
H -2.11042 5.37425 4.83482 -0.109 0.045 -0.066



3.
69
Properties=species:S:1:pos:R:3:forces:R:3 method="wB97M-V/def2-TZVPD" gap_ev="4.155 / 4.156" de_lowest_kcal_mol=0.00
C 2.95833 -3.35239 1.96353 -0.135 0.075 0.005
C 3.48312 -2.47829 1.01635 -0.136 0.336 -0.295
C 2.68100 -1.47198 0.44262 0.778 -0.873 0.502
C 1.34520 -1.35903 0.83013 -0.280 0.553 0.053
C 0.80849 -2.20685 1.79430 0.608 -0.721 0.031
C 1.63163 -3.20561 2.35784 -0.569 0.034 0.035
C 3.32882 -0.52610 -0.55560 0.055 0.176 -0.051
C 2.81498 -0.53543 -2.00927 -0.478 -0.219 -0.376
N 1.35418 -0.79641 -2.16830 0.204 0.151 -0.509
Cd 0.20484 0.09999 -0.27072 -0.978 0.386 -0.558
C -0.64171 -2.09828 2.27091 -0.174 -0.237 0.474
P -1.90561 -1.67746 1.02829 -0.546 -2.262 0.918
H 4.52650 -2.55879 0.70734 -0.180 -0.090 0.111
H 1.20080 -3.87169 3.10727 0.205 0.032 -0.115
H 3.57958 -4.14492 2.38685 -0.211 0.271 -0.074
H -0.73727 -1.32425 3.05035 0.075 -0.126 -0.077
H -0.97043 -3.05280 2.71374 0.209 0.302 0.132
H 3.25994 0.51771 -0.19835 -0.063 -0.417 0.022
H 4.39805 -0.77433 -0.62362 -0.194 0.205 0.136
H 3.01451 0.45347 -2.44704 0.011 -0.324 0.131
C -3.56405 -1.53572 1.73370 -0.173 -0.806 0.469
C -1.86014 -2.98356 -0.21005 -0.280 -0.458 -0.014
H 3.35330 -1.29415 -2.60749 -0.028 0.228 0.143
C 1.09096 -2.24491 -2.31021 0.054 0.362 0.062
C 0.81245 -0.08444 -3.34685 0.159 -0.192 0.085
H -1.50958 1.50522 1.31775 0.009 -0.658 -0.773
H 1.58069 -2.62264 -3.22614 -0.124 0.001 0.205
H 1.47485 -2.78580 -1.43657 -0.051 0.153 -0.249
H 0.00749 -2.41200 -2.38052 0.285 0.093 -0.046
H 1.28257 -0.45939 -4.27207 -0.049 0.143 0.052
H -0.27267 -0.24719 -3.40256 0.301 0.048 0.058
H 1.00020 0.99384 -3.24468 -0.041 -0.332 -0.024
H -2.40746 -3.86440 0.16124 0.178 0.244 -0.225
H -2.32941 -2.63263 -1.13878 0.031 0.067 0.073
H -0.82930 -3.28089 -0.43916 -0.218 0.193 0.223
H -3.93194 -2.50006 2.10989 -0.073 0.330 0.028
H -3.56560 -0.80063 2.55024 0.086 -0.150 -0.206
H -4.24766 -1.17664 0.95231 0.251 -0.016 0.039
H -1.69686 -0.34307 0.46557 0.553 1.331 -0.882
O -1.42635 2.46640 1.55963 1.075 1.822 -0.187
C -0.48612 3.00097 0.79959 -0.176 -1.281 -0.188
N -0.15489 4.29362 0.86062 -0.842 0.372 0.830
C 0.68498 4.61796 -0.29813 0.167 0.898 -0.528
C 1.16054 3.20047 -0.64387 0.938 -1.264 0.228
O 2.19182 2.85900 -1.22378 -1.726 0.766 0.443
N 0.24302 2.31428 -0.07857 1.153 1.332 0.111
C -0.23207 5.14988 -1.40843 0.136 0.024 -0.053
C -0.25395 4.56640 -2.67680 -0.278 0.249 0.009
C -1.22744 4.97177 -3.60070 0.219 0.065 0.222
C -2.12844 5.98513 -3.27267 0.043 -0.023 0.064
C -2.05153 6.62254 -2.02803 0.362 -0.200 0.182
C -1.09161 6.21245 -1.09704 -0.325 -0.127 -0.479
C 1.79715 5.57634 0.08722 0.152 0.052 -0.066
C 2.00975 6.79345 -0.57414 0.046 -0.109 0.439
C 2.92779 7.71134 -0.04913 0.004 -0.321 -0.030
C 3.67356 7.39008 1.08940 -0.102 -0.089 -0.137
C 3.52246 6.13335 1.68902 -0.167 -0.095 -0.264
C 2.59240 5.22140 1.17812 0.310 0.546 0.213
H -0.72052 4.95684 1.39204 0.306 -0.269 -0.494
H 0.49063 3.81076 -2.95126 -0.422 0.198 0.173
H -1.26734 4.47373 -4.57038 -0.050 0.236 0.231
H -2.89125 6.28908 -3.99079 0.210 -0.092 0.199
H -2.73629 7.42775 -1.75879 0.167 -0.205 -0.205
H -1.01038 6.72546 -0.13208 -0.095 -0.250 -0.338
H 1.44287 7.02885 -1.47747 0.166 -0.003 0.376
H 3.04741 8.67477 -0.54580 0.069 -0.247 0.178
H 4.38774 8.11248 1.49401 -0.265 -0.269 -0.116
H 4.12119 5.85604 2.55729 -0.123 0.121 -0.248
H 2.47566 4.23879 1.64176 -0.022 0.328 -0.082



no.,molecular weight (g mol⁻¹)
1,152.05
2,426.54
3,587.99